1.
C5H13N2 | ωB97M-V with the def2-TZVPD basis set

The value obtained for the energy above the lowest of the compared OMol25 structures with the same formula, charge and spin is 2.143 eV. The charge is +1. The value obtained for the HOMO-LUMO gap is 10.76 eV. Its HOMO energy is -14.2 eV.

Positions of all 20 atoms, in Å:
1 C -2.113 0.958 1.402
2 C -1.841 0.671 -0.076
3 C -0.493 1.071 -0.699
4 C 0.642 0.129 -0.333
5 C 0.956 -0.890 -1.132
6 N 1.740 -1.989 -0.511
7 N 1.100 0.207 0.976
8 H -3.146 1.268 1.545
9 H -1.990 0.073 2.026
10 H -1.499 1.742 1.861
11 H -2.602 1.111 -0.711
12 H -2.008 -0.414 -0.179
13 H -0.663 1.194 -1.774
14 H -0.223 2.089 -0.397
15 H 0.712 -0.888 -2.182
16 H 1.245 -2.872 -0.617
17 H 1.546 -1.756 0.481
18 H 2.737 -2.052 -0.659
19 H 1.801 0.901 1.204
20 H 0.477 0.148 1.755

---

2.
C6H6S | ωB97M-V with the def2-TZVPD basis set

The value obtained for the energy above the lowest of the compared OMol25 structures with the same formula, charge and spin is 5.546 eV. The value obtained for the HOMO-LUMO gap (spin up / spin down) is 8.16 / 6.21 eV. Its HOMO energy (spin up / spin down) is -8.4 / -7.7 eV.

Positions of all 13 atoms, in Å:
1 C 2.090 0.127 -0.465
2 C 0.873 0.770 -0.735
3 C 1.831 -0.964 0.414
4 C -0.099 0.059 0.040
5 C 0.458 -0.933 0.797
6 C -1.933 0.440 -0.410
7 S -3.153 -0.301 0.529
8 H 3.136 0.265 -0.808
9 H 0.876 1.627 -1.419
10 H 2.375 -1.737 0.888
11 H -0.169 -1.480 1.443
12 H -2.152 1.490 -0.732
13 H -4.131 0.636 0.458

---

3.
C15H17N5O | ωB97M-V with the def2-TZVPD basis set

The value obtained for the energy above the lowest of the compared OMol25 structures with the same formula, charge and spin is 0.000 eV. The value obtained for the HOMO-LUMO gap is 8.83 eV. Its HOMO energy is -8.2 eV.

Positions of all 38 atoms, in Å:
1 C 4.831 0.892 -3.829
2 C 4.179 -0.066 -2.879
3 C 3.043 0.295 -2.175
4 C 2.443 -0.601 -1.295
5 C 2.976 -1.871 -1.113
6 C 4.111 -2.228 -1.819
7 C 4.709 -1.339 -2.693
8 H 5.596 -1.630 -3.237
9 H 4.532 -3.213 -1.682
10 H 2.504 -2.557 -0.429
11 N 1.297 -0.194 -0.602
12 C 0.552 -0.874 0.307
13 N 0.736 -2.112 0.774
14 C -0.155 -2.471 1.672
15 N -1.176 -1.772 2.140
16 C -1.385 -0.536 1.673
17 N -2.455 0.100 2.178
18 H -2.932 -0.398 2.914
19 C -2.882 1.439 1.861
20 C -4.272 1.709 2.425
21 H -4.278 1.489 3.497
22 H -4.509 2.767 2.301
23 C -5.354 0.880 1.724
24 O -6.644 1.165 2.204
25 H -6.686 0.956 3.144
26 H -5.131 -0.192 1.822
27 H -5.380 1.127 0.660
28 H -2.171 2.170 2.271
29 H -2.901 1.556 0.772
30 C -0.499 -0.008 0.710
31 C -0.263 1.173 -0.034
32 N 0.791 1.041 -0.793
33 H -0.803 2.099 -0.039
34 H -0.041 -3.465 2.084
35 H 2.604 1.273 -2.295
36 H 4.312 1.846 -3.838
37 H 5.869 1.061 -3.544
38 H 4.827 0.484 -4.839

---

4.
CH3ClN2O2 | ωB97M-V with the def2-TZVPD basis set

The value obtained for the energy above the lowest of the compared OMol25 structures with the same formula, charge and spin is 5.788 eV. The value obtained for the HOMO-LUMO gap (spin up / spin down) is 5.12 / 5.28 eV. Its HOMO energy (spin up / spin down) is -8.0 / -8.1 eV.

Positions of all 9 atoms, in Å:
1 C -0.981 -1.555 -0.045
2 N 1.037 1.278 -0.255
3 N 0.387 0.526 0.611
4 O 1.631 2.441 -0.046
5 O -0.080 0.948 1.684
6 Cl -1.587 -1.056 -1.547
7 H -0.272 -2.315 -0.075
8 H -1.442 -1.072 0.768
9 H 1.309 0.805 -1.093

---

5.
C4H11ClFRuTm | ωB97M-V with the def2-TZVPD basis set

The expectation value of S² is 12.0157. The multiplicity is 7. The value obtained for the HOMO-LUMO gap (spin up / spin down) is 7.08 / 6.79 eV. Its HOMO energy (spin up / spin down) is -7.7 / -9.4 eV.

Positions of all 19 atoms, in Å:
1 Tm 0.450 -0.476 -1.036
2 Cl -0.081 1.839 -1.882
3 C -1.623 -0.985 -0.131
4 H -1.424 -1.670 0.708
5 H -2.387 -1.489 -0.740
6 H -2.102 -0.118 0.344
7 Ru 0.444 0.302 -3.649
8 C -1.394 0.532 -4.515
9 C 2.318 1.081 -3.785
10 C 0.900 -1.126 -4.724
11 H 3.076 0.670 -3.089
12 H 2.687 0.934 -4.826
13 H 2.262 2.172 -3.586
14 H -2.156 -0.118 -4.043
15 H -1.735 1.577 -4.375
16 H -1.313 0.315 -5.603
17 H 0.142 -1.764 -5.237
18 H 1.947 -1.475 -4.905
19 F 1.516 -0.331 0.608

---

6.
C45H40F43N3O6S | ωB97M-V with the def2-TZVPD basis set

The value obtained for the HOMO-LUMO gap is 7.57 eV. Its HOMO energy is -8.1 eV.

Positions of all 138 atoms, in Å:
1 C 1.986 -3.482 -1.588
2 C 2.586 -2.170 -2.310
3 C 1.673 -1.753 -3.566
4 C 1.192 -0.264 -3.502
5 C 2.190 0.781 -3.595
6 C 1.916 2.253 -3.521
7 N 2.855 3.248 -3.588
8 S 1.911 4.632 -3.466
9 N 0.366 3.987 -3.354
10 C 0.439 2.604 -3.367
11 C -0.647 1.575 -3.281
12 C -2.131 2.052 -3.162
13 C -2.791 1.789 -1.750
14 C -3.405 0.344 -1.612
15 F -4.352 -0.137 -2.505
16 C -2.911 -0.413 -0.577
17 F -1.544 -0.323 -0.392
18 F -3.706 -1.244 0.206
19 C -0.274 0.154 -3.347
20 N -1.257 -0.901 -3.299
21 O 2.637 -1.149 -1.303
22 C 3.897 -1.137 -0.612
23 C 4.879 -0.090 -1.281
24 C 5.138 1.247 -0.678
25 C 6.042 2.225 -1.333
26 C 6.719 1.911 -2.621
27 C 6.495 0.576 -3.223
28 C 5.604 -0.377 -2.546
29 H 0.914 -3.643 -1.886
30 H 2.630 -4.377 -1.849
31 H 2.036 -3.301 -0.483
32 H 3.621 -2.475 -2.655
33 H 2.330 -1.887 -4.474
34 H 0.841 -2.497 -3.663
35 H 3.259 0.463 -3.742
36 H -2.117 3.177 -3.302
37 H -2.731 1.657 -4.031
38 H -2.145 2.045 -0.874
39 H -3.692 2.480 -1.690
40 H -1.655 -1.099 -4.222
41 H -0.876 -1.773 -2.933
42 H 3.682 -0.721 0.415
43 H 4.365 -2.163 -0.551
44 H 4.672 1.561 0.291
45 H 6.260 3.236 -0.903
46 H 7.388 2.634 -3.149
47 H 6.970 0.254 -4.180
48 H 5.420 -1.375 -3.017
49 C 4.718 -6.181 3.459
50 C 5.268 -4.744 3.597
51 C 4.412 -3.639 2.973
52 F 4.232 -3.805 1.650
53 F 5.020 -2.430 3.126
54 F 6.535 -4.714 3.122
55 F 5.366 -4.490 4.936
56 O 5.220 -6.980 2.384
57 C 4.640 -6.816 1.119
58 C 5.610 -6.212 0.096
59 F 6.120 -5.038 0.520
60 F 4.972 -5.965 -1.075
61 F 3.495 -6.118 1.234
62 F 4.283 -8.052 0.705
63 H 5.049 -6.711 4.354
64 H 3.628 -6.208 3.505
65 H 3.434 -3.582 3.450
66 H 6.442 -6.892 -0.096
67 C -8.696 -0.165 -0.526
68 C -8.532 0.043 -2.047
69 C -7.405 0.979 -2.484
70 F -7.539 2.228 -1.993
71 F -7.398 1.101 -3.836
72 F -9.722 0.434 -2.561
73 F -8.276 -1.184 -2.585
74 O -9.672 0.631 0.152
75 C -9.307 1.927 0.538
76 C -10.079 3.012 -0.222
77 F -9.947 2.879 -1.557
78 F -9.610 4.241 0.101
79 F -7.971 2.067 0.443
80 F -9.599 2.023 1.854
81 H -9.065 -1.186 -0.405
82 H -7.736 -0.152 -0.005
83 H -6.431 0.591 -2.180
84 H -11.143 2.968 0.018
85 C 3.583 -1.813 7.355
86 C 2.819 -2.065 6.037
87 C 3.037 -1.035 4.928
88 F 2.672 0.209 5.289
89 F 2.281 -1.357 3.843
90 F 1.504 -2.216 6.318
91 F 3.243 -3.279 5.565
92 O 2.880 -1.154 8.412
93 C 2.810 0.245 8.381
94 C 1.385 0.762 8.154
95 F 0.838 0.251 7.032
96 F 1.385 2.108 8.016
97 F 3.691 0.721 7.482
98 F 3.242 0.670 9.588
99 H 3.801 -2.801 7.765
100 H 4.561 -1.361 7.181
101 H 4.082 -1.013 4.613
102 H 0.739 0.496 8.994
103 C -0.115 9.610 -5.795
104 C -0.016 8.704 -4.548
105 C 0.457 7.270 -4.788
106 F -0.343 6.587 -5.626
107 F 0.460 6.581 -3.616
108 F -1.204 8.726 -3.901
109 F 0.881 9.295 -3.707
110 O -1.397 9.744 -6.416
111 C -1.798 8.747 -7.314
112 C -2.991 7.933 -6.802
113 F -2.745 7.388 -5.593
114 F -3.266 6.912 -7.648
115 F -0.739 7.980 -7.639
116 F -2.158 9.386 -8.448
117 H 0.112 10.619 -5.447
118 H 0.663 9.385 -6.527
119 H 1.474 7.253 -5.190
120 H -3.879 8.563 -6.713
121 C -1.318 -3.086 3.032
122 C -1.233 -4.612 2.812
123 C -2.550 -5.330 2.510
124 F -3.461 -5.191 3.492
125 F -2.331 -6.664 2.379
126 F -0.605 -5.169 3.874
127 F -0.406 -4.807 1.743
128 O -1.389 -2.623 4.384
129 C -2.639 -2.620 5.013
130 C -2.722 -3.623 6.170
131 F -2.413 -4.874 5.773
132 F -3.980 -3.667 6.671
133 F -3.608 -2.795 4.095
134 F -2.810 -1.373 5.504
135 H -0.374 -2.677 2.664
136 H -2.083 -2.623 2.404
137 H -2.989 -4.968 1.576
138 H -2.035 -3.345 6.972

---

7.
C4H13NOS | ωB97M-V with the def2-TZVPD basis set

The expectation value of S² is 0.7532. The multiplicity is 2. The value obtained for the energy above the lowest of the compared OMol25 structures with the same formula, charge and spin is 1.124 eV. The charge is +1. The value obtained for the HOMO-LUMO gap (spin up / spin down) is 10.00 / 5.01 eV. Its HOMO energy (spin up / spin down) is -13.3 / -13.3 eV.

Positions of all 20 atoms, in Å:
1 C 0.838 -0.807 -1.651
2 C -0.352 -0.903 -0.686
3 C -0.112 0.020 0.563
4 S -0.681 -0.891 2.076
5 C 0.456 -0.343 3.314
6 N 1.101 0.582 -1.971
7 H 0.542 -1.470 -2.477
8 H 1.721 -1.254 -1.191
9 H -0.483 -1.866 -0.198
10 H -1.262 -0.727 -1.255
11 H -0.792 0.883 0.662
12 H 0.869 0.391 0.844
13 H 1.401 -0.063 2.851
14 H 0.085 0.512 3.883
15 H 0.750 -1.142 4.001
16 H 0.269 1.006 -2.374
17 H 1.851 0.604 -2.655
18 H -1.274 1.648 -1.128
19 H -2.881 1.770 -1.115
20 O -2.045 2.050 -1.491